Below is 8 unconnected molecules or ions with the total composition C13H42O8, with properties calculated with ωB97M-V/def2-TZVPD.

```
! wB97M-V def2-TZVPD RIJCOSX def2/J DEFGRID3
* xyz 0 1
C -2.9377 -2.4298 -0.9136
C -2.9806 -3.9451 -1.1909
O -1.8468 -4.6732 -0.6172
H -3.7828 -2.0378 -1.4847
H -2.0076 -2.0749 -1.4132
H -3.0004 -2.1116 0.1893
H -2.9733 -4.0552 -2.2940
H -3.8596 -4.5335 -0.8039
H -1.9754 -5.5496 -0.9981
C 2.1380 1.2691 3.1428
C 3.3482 1.9893 3.5633
O 4.2550 2.2392 2.5328
H 1.5621 1.1093 4.0273
H 2.3498 0.3324 2.7218
H 1.5959 1.8982 2.3739
H 3.7258 1.3000 4.3132
H 3.1534 2.9337 4.0672
H 3.8950 2.7829 1.8827
C 0.6993 -0.5473 -3.1022
C 1.2478 0.8245 -3.5332
O 2.6068 0.7493 -3.9345
H -0.2910 -0.5475 -2.7170
H 1.2449 -1.1369 -2.3697
H 0.6706 -1.2455 -3.9297
H 1.1921 1.5313 -2.7623
H 0.6192 1.3941 -4.2741
H 2.9470 1.5897 -4.1986
C 1.4111 -2.8156 2.4245
C 0.0001 -3.0179 1.7119
O -0.3905 -4.3342 1.5569
H 1.5058 -3.0832 3.4744
H 1.7100 -1.7788 2.3186
H 2.2245 -3.4067 1.9786
H 0.0301 -2.6142 0.6993
H -0.7872 -2.4856 2.2251
H -0.9043 -4.4603 0.7517
C -3.7527 2.8070 -0.9537
C -3.3925 1.3709 -1.0704
O -2.1211 1.2558 -1.7611
H -4.6246 3.0190 -0.3603
H -3.9952 3.2475 -1.9286
H -3.0075 3.4604 -0.5737
H -4.1556 0.8273 -1.6096
H -3.3150 0.9641 -0.0565
H -1.5739 0.6101 -1.2432
C 0.0847 3.3800 0.0034
O 0.3564 4.7893 -0.1674
H 0.8115 2.9861 0.7155
H 0.2947 2.7047 -0.8588
H -0.9084 3.1452 0.3932
H -0.3932 5.2457 -0.5077
C 2.6778 0.4349 -0.3477
O 2.3573 -0.8737 0.0387
H 1.7848 1.0121 -0.2858
H 3.0934 0.5079 -1.3471
H 3.2847 0.9395 0.4463
H 3.1921 -1.3618 0.0604
C -0.7331 0.1991 1.2397
O -0.4822 -0.2253 -0.0186
H -0.1263 -0.3451 1.9888
H -1.7808 0.0713 1.5123
H -0.4173 1.2368 1.3613
H 0.4466 -0.4672 -0.0877
*
```

Results
Total energy   -30538.0908 eV
Relative energy (zero: lowest compared OMol25 entry of this formula, charge and spin)   438.0 kJ/mol
Orbital gap   9.874 eV
Structure (SMILES)   CCO.CCO.CCO.CCO.CCO.CO.CO.CO
HOMO   -9.29 eV